# 1
Below is a 9-piece molecular cluster, C20H58N2O12 overall at a distorted geometry, with properties calculated with ωB97M-V/def2-TZVPD.

Cartesian coordinates (Å):
1 C -3.08 9.30 2.75
2 O -3.41 7.96 3.23
3 C -2.78 6.92 2.63
4 C -3.19 5.68 3.43
5 N -2.64 4.51 2.78
6 H -2.99 4.44 1.97
7 H -1.57 4.41 2.80
8 C -2.91 3.20 3.41
9 C -2.48 1.93 2.66
10 O -2.78 0.79 3.50
11 C -2.21 -0.36 2.98
12 H -1.97 9.27 2.90
13 H -3.63 9.89 3.36
14 H -3.56 9.54 1.82
15 H -1.68 7.12 2.46
16 H -3.03 6.98 1.46
17 H -4.24 5.53 3.36
18 H -2.85 5.71 4.45
19 H -3.86 3.08 3.75
20 H -2.57 3.22 4.54
21 H -1.66 2.13 2.22
22 H -2.88 1.85 1.67
23 H -1.19 -0.34 2.87
24 H -2.68 -0.51 2.02
25 H -2.66 -1.06 3.56
26 N 0.55 -0.95 -0.73
27 O 1.85 -1.03 -0.63
28 O -0.09 -1.69 -1.48
29 O -0.09 -0.41 0.24
30 C -3.82 -5.10 -1.86
31 C -2.78 -4.41 -1.14
32 O -2.62 -3.19 -1.71
33 H -3.62 -5.25 -2.91
34 H -4.82 -4.54 -2.04
35 H -4.03 -6.14 -1.30
36 H -1.77 -4.80 -1.30
37 H -3.23 -4.26 -0.30
38 H -1.69 -2.64 -1.56
39 C -0.16 1.47 -4.63
40 C -1.17 1.15 -3.57
41 O -2.43 0.88 -4.13
42 H 0.74 1.71 -4.26
43 H -0.63 2.25 -5.31
44 H 0.14 0.77 -5.38
45 H -1.36 2.08 -2.78
46 H -0.70 0.26 -3.03
47 H -2.65 0.02 -4.05
48 C 3.55 -1.15 3.65
49 C 3.08 -0.30 2.58
50 O 3.77 -0.53 1.33
51 H 3.64 -2.27 3.35
52 H 2.87 -1.11 4.66
53 H 4.65 -0.75 3.90
54 H 3.05 0.69 2.75
55 H 2.01 -0.48 2.55
56 H 3.04 -0.57 0.70
57 C 4.77 -4.52 -2.24
58 C 3.80 -3.57 -1.59
59 O 3.97 -2.24 -2.01
60 H 4.84 -5.37 -1.83
61 H 5.69 -4.38 -1.92
62 H 4.70 -4.78 -3.35
63 H 3.80 -3.57 -0.40
64 H 2.84 -3.90 -1.84
65 H 3.12 -1.93 -1.72
66 C 2.08 3.97 0.31
67 C 1.79 2.47 0.20
68 O 0.92 2.14 1.24
69 H 2.92 4.33 -0.18
70 H 2.31 4.28 1.38
71 H 1.43 4.48 -0.32
72 H 2.70 1.73 0.33
73 H 1.27 2.26 -0.77
74 H 0.59 1.29 1.20
75 C 0.71 -5.15 1.74
76 C 0.82 -3.73 1.06
77 O -0.25 -2.98 1.37
78 H 1.40 -5.91 1.52
79 H -0.18 -5.55 1.48
80 H 1.07 -5.03 2.72
81 H 0.87 -3.99 -0.07
82 H 1.69 -3.46 1.31
83 H -0.26 -2.13 0.81
84 C 2.01 -3.30 -5.55
85 C 1.28 -2.50 -4.45
86 O 0.57 -3.35 -3.69
87 H 1.57 -3.60 -6.46
88 H 2.71 -4.01 -5.18
89 H 2.50 -2.39 -5.93
90 H 0.98 -1.55 -4.94
91 H 1.96 -1.91 -3.61
92 H 0.21 -3.06 -2.77

Results
orbital gap = 6.85 eV
ΔE to the lowest compared entry with this formula, charge and spin = 5.0143 eV
E = -49210.5958 eV
total charge = 0



# 2
Below is a 2-piece molecular cluster, CHNO2P overall at a distorted geometry, with properties calculated with ωB97M-V/def2-TZVPD.

Cartesian coordinates (Å):
1 C -1.62 -0.49 0.29
2 N -1.88 -1.63 0.28
3 O 3.02 -0.21 -0.03
4 O -1.21 2.07 -0.57
5 P -0.86 1.16 0.55
6 H 2.56 -0.90 -0.51

Results
orbital gap (spin up / spin down) = 8.21 / 3.94 eV
ΔE to the lowest compared entry with this formula, charge and spin = 3.5292 eV
E = -15925.6912 eV
total charge = -1



# 3
Below is C6H19BrMnNO4 as an isolated structure at a distorted geometry, with properties calculated with ωB97M-V/def2-TZVPD.

Cartesian coordinates (Å):
1 Mn -0.90 1.04 -1.18
2 Br -3.49 4.06 -2.26
3 C 3.31 -1.17 2.26
4 C 1.93 -0.65 1.96
5 C 1.89 0.86 2.35
6 O 0.73 1.48 1.81
7 C 0.64 2.88 2.20
8 N 1.71 -0.84 0.51
9 H 3.35 -2.25 2.13
10 H 3.67 -0.86 3.25
11 H 3.98 -0.80 1.48
12 H 1.19 -1.16 2.57
13 H 2.74 1.39 1.91
14 H 1.86 0.91 3.44
15 H 1.38 3.40 1.59
16 H 0.82 2.96 3.28
17 H -0.34 3.31 1.99
18 H 2.54 -0.85 -0.06
19 H 1.47 -1.82 0.41
20 O 1.57 2.39 -3.28
21 H 2.04 1.92 -3.97
22 H 1.78 3.31 -3.42
23 C -3.55 -1.85 -2.77
24 C -3.76 -2.19 -1.26
25 O -3.23 -1.17 -0.37
26 O -2.19 -1.51 -3.07
27 H -4.22 -1.08 -3.14
28 H -3.58 -2.76 -3.37
29 H -3.16 -3.08 -1.06
30 H -4.77 -2.33 -0.88
31 H -3.55 -1.30 0.53
32 H -1.86 -2.26 -3.58

Results
orbital gap (spin up / spin down) = 4.66 / 4.59 eV
ΔE to the lowest compared entry with this formula, charge and spin = 8.1171 eV
E = -117561.3180 eV
total charge = +1
2S+1 = 6



# 4
Below is a 10-piece molecular cluster, C56H130F6N8O20 overall at a distorted geometry, with properties calculated with ωB97M-V/def2-TZVPD.

Cartesian coordinates (Å):
1 C 1.75 -32.77 8.55
2 C 1.43 -33.58 9.86
3 O 1.58 -32.76 11.02
4 C 0.66 -31.76 11.25
5 O -0.35 -31.57 10.55
6 C 0.71 -31.10 12.58
7 F 1.69 -31.68 13.33
8 F 0.90 -29.75 12.51
9 F -0.42 -31.36 13.25
10 H 0.91 -32.12 8.32
11 H 1.97 -33.50 7.78
12 H 2.64 -32.19 8.74
13 H 2.20 -34.34 9.94
14 H 0.43 -34.02 9.84
15 C -0.06 -31.45 0.93
16 C -0.20 -30.01 1.50
17 O -0.07 -30.01 2.88
18 C -0.36 -28.93 3.70
19 O -0.54 -27.79 3.27
20 C -0.11 -29.17 5.17
21 F -1.28 -29.02 5.81
22 F 0.38 -30.35 5.42
23 F 0.74 -28.26 5.58
24 H -0.62 -31.59 0.00
25 H -0.40 -32.16 1.68
26 H 0.99 -31.62 0.68
27 H -1.22 -29.64 1.37
28 H 0.50 -29.39 0.95
29 C -0.64 -23.73 -3.99
30 O 0.40 -24.27 -3.20
31 C 1.70 -23.71 -3.35
32 C 2.83 -24.45 -2.56
33 N 2.62 -24.06 -1.14
34 C 3.48 -24.78 -0.19
35 C 2.91 -24.58 1.22
36 O 3.69 -25.40 2.12
37 C 3.08 -25.51 3.36
38 H -0.67 -22.65 -3.88
39 H -1.61 -24.21 -3.84
40 H -0.42 -23.94 -5.04
41 H 1.66 -22.69 -2.97
42 H 2.00 -23.68 -4.40
43 H 3.84 -24.14 -2.86
44 H 2.71 -25.53 -2.62
45 H 1.70 -24.45 -0.95
46 H 4.55 -24.56 -0.16
47 H 3.33 -25.84 -0.40
48 H 1.87 -24.89 1.21
49 H 3.07 -23.52 1.45
50 H 3.04 -24.53 3.84
51 H 3.63 -26.11 4.09
52 H 2.07 -25.92 3.33
53 C -0.89 -34.85 5.59
54 O -0.89 -35.37 4.27
55 C -1.79 -36.44 4.07
56 C -1.43 -37.00 2.72
57 N -1.79 -36.13 1.63
58 C -1.48 -36.76 0.35
59 C -1.71 -35.79 -0.87
60 O -0.85 -34.66 -0.87
61 C -0.88 -33.88 -2.06
62 H -0.22 -33.99 5.65
63 H -0.60 -35.62 6.30
64 H -1.91 -34.47 5.69
65 H -2.87 -36.33 4.06
66 H -1.57 -37.24 4.77
67 H -1.86 -37.98 2.55
68 H -0.35 -36.93 2.55
69 H -1.28 -35.26 1.75
70 H -2.07 -37.65 0.13
71 H -0.46 -37.12 0.50
72 H -2.70 -35.33 -0.85
73 H -1.51 -36.39 -1.75
74 H -1.76 -33.95 -2.70
75 H -0.03 -34.22 -2.65
76 H -0.73 -32.83 -1.84
77 C -4.61 -27.78 10.80
78 O -3.51 -27.45 10.03
79 C -2.45 -28.41 10.07
80 C -1.34 -28.08 8.99
81 N -0.34 -27.08 9.51
82 C 0.95 -27.01 8.85
83 C 1.84 -28.27 8.96
84 O 2.96 -28.07 8.16
85 C 3.78 -29.20 8.12
86 H -5.37 -27.00 10.86
87 H -4.28 -28.00 11.82
88 H -5.15 -28.64 10.40
89 H -2.75 -29.42 9.82
90 H -2.08 -28.37 11.10
91 H -1.88 -27.64 8.15
92 H -0.79 -28.94 8.62
93 H -0.79 -26.17 9.53
94 H 1.51 -26.11 9.08
95 H 0.75 -26.76 7.81
96 H 1.34 -29.15 8.54
97 H 2.05 -28.44 10.01
98 H 3.25 -30.12 7.87
99 H 4.37 -29.26 9.03
100 H 4.55 -29.11 7.35
101 C 4.51 -29.27 -4.34
102 O 4.09 -29.58 -5.63
103 C 3.18 -30.67 -5.71
104 C 2.67 -30.88 -7.16
105 N 1.64 -29.88 -7.53
106 C 1.25 -30.18 -8.89
107 C 0.05 -29.24 -9.32
108 O 0.37 -27.82 -9.25
109 C 1.07 -27.31 -10.46
110 H 3.77 -28.81 -3.67
111 H 5.35 -28.58 -4.47
112 H 5.02 -30.12 -3.89
113 H 2.26 -30.51 -5.15
114 H 3.63 -31.60 -5.36
115 H 2.27 -31.89 -7.07
116 H 3.46 -30.81 -7.91
117 H 2.08 -29.00 -7.76
118 H 1.11 -31.25 -9.09
119 H 2.13 -29.97 -9.51
120 H -0.82 -29.37 -8.68
121 H -0.28 -29.58 -10.30
122 H 0.58 -27.61 -11.39
123 H 2.13 -27.55 -10.44
124 H 0.95 -26.23 -10.50
125 C 2.05 -30.51 -2.12
126 O 2.26 -30.06 -0.77
127 C 3.33 -29.09 -0.58
128 C 3.42 -28.53 0.86
129 N 3.82 -29.69 1.63
130 C 3.82 -29.31 3.02
131 C 3.69 -30.48 3.95
132 O 2.54 -31.24 3.64
133 C 2.44 -32.43 4.42
134 H 1.79 -29.59 -2.63
135 H 1.26 -31.26 -2.09
136 H 2.93 -31.02 -2.52
137 H 3.07 -28.23 -1.19
138 H 4.22 -29.62 -0.91
139 H 2.53 -28.05 1.26
140 H 4.16 -27.74 0.88
141 H 3.23 -30.47 1.39
142 H 3.03 -28.62 3.31
143 H 4.73 -28.76 3.25
144 H 3.60 -30.22 5.01
145 H 4.57 -31.10 3.79
146 H 1.67 -33.08 4.01
147 H 2.20 -32.19 5.45
148 H 3.38 -32.96 4.52
149 C 9.02 -26.36 8.73
150 O 8.15 -27.34 8.14
151 C 8.34 -27.34 6.73
152 C 7.16 -28.15 6.19
153 N 7.34 -29.56 6.12
154 C 7.50 -30.22 7.38
155 C 7.43 -31.74 7.10
156 O 6.18 -32.20 6.47
157 C 6.21 -33.54 6.24
158 H 9.02 -26.41 9.82
159 H 8.60 -25.40 8.45
160 H 10.02 -26.58 8.37
161 H 9.26 -27.90 6.52
162 H 8.41 -26.35 6.29
163 H 6.95 -27.80 5.18
164 H 6.19 -27.86 6.58
165 H 6.55 -30.11 5.84
166 H 6.70 -29.93 8.05
167 H 8.47 -29.95 7.79
168 H 7.59 -32.40 7.95
169 H 8.30 -31.89 6.47
170 H 7.09 -33.67 5.61
171 H 5.27 -33.97 5.87
172 H 6.43 -34.08 7.15
173 C 4.65 -33.71 -2.20
174 O 3.52 -33.58 -3.05
175 C 3.63 -34.40 -4.22
176 C 3.36 -35.91 -4.10
177 N 2.37 -36.11 -2.98
178 C 2.11 -37.52 -2.55
179 C 1.48 -38.36 -3.72
180 O 1.39 -39.75 -3.41
181 C 1.15 -40.59 -4.51
182 H 5.42 -33.00 -2.52
183 H 5.02 -34.70 -1.93
184 H 4.27 -33.28 -1.28
185 H 4.62 -34.28 -4.66
186 H 2.95 -33.96 -4.95
187 H 4.28 -36.46 -3.91
188 H 2.89 -36.18 -5.05
189 H 2.61 -35.42 -2.29
190 H 1.39 -37.47 -1.74
191 H 3.04 -37.90 -2.12
192 H 2.02 -38.21 -4.66
193 H 0.52 -38.00 -4.11
194 H 1.21 -41.60 -4.10
195 H 1.94 -40.44 -5.24
196 H 0.15 -40.50 -4.94
197 C 1.96 -34.77 0.49
198 O 3.36 -34.92 0.65
199 C 3.90 -34.24 1.77
200 C 5.46 -34.31 1.87
201 N 6.21 -33.57 0.89
202 C 6.32 -32.10 1.13
203 C 7.05 -31.70 2.38
204 O 8.40 -32.08 2.27
205 C 9.29 -31.48 3.20
206 H 1.69 -35.74 0.07
207 H 1.73 -33.93 -0.17
208 H 1.41 -34.59 1.42
209 H 3.38 -34.58 2.67
210 H 3.67 -33.19 1.62
211 H 5.67 -35.28 1.43
212 H 5.86 -34.27 2.89
213 H 7.19 -33.72 1.09
214 H 5.30 -31.73 1.19
215 H 6.81 -31.62 0.29
216 H 6.63 -32.26 3.22
217 H 6.92 -30.64 2.61
218 H 9.43 -31.93 4.18
219 H 9.05 -30.45 3.44
220 H 10.31 -31.48 2.79

Results
orbital gap = 8.62 eV
ΔE to the lowest compared entry with this formula, charge and spin = 4.8729 eV
E = -129340.0501 eV
total charge = 0



Q: Which value of total charge does entry 3 give?
A: +1



Q: Look up the total charge of the second one.
A: -1